# 1
This record from the OMol25 dataset describes a molecular structure, C49H40MoN3P3S2. The level of theory is ωB97M-V/def2-TZVPD.

Structure (XYZ):
```
98
Properties=species:S:1:pos:R:3:forces:R:3
Mo 0.0495 -0.4010 0.6325 0.324 -0.170 0.247
S -1.7525 -2.2060 4.1760 -0.017 -0.043 0.094
S -1.0630 0.4065 2.7269 0.038 -0.014 -0.007
P -0.9679 2.0654 -1.3263 0.065 0.033 -0.051
P 1.6209 -1.7258 -0.7698 -0.033 0.023 -0.002
P 2.2841 -0.6680 1.6314 -0.157 0.039 -0.111
N -0.8387 -2.0136 1.7757 -0.233 0.023 -0.193
N 2.7621 -1.8247 0.4870 -0.004 -0.009 -0.019
N -0.0993 0.9834 -0.4207 -0.280 -0.046 0.058
C 1.4913 -3.3283 -1.5744 0.099 -0.024 0.024
C -1.5458 1.2094 -2.7814 -0.014 -0.084 -0.028
C -3.0376 3.8482 1.6276 0.034 0.000 -0.012
C 1.2791 -5.6945 -3.0067 0.023 -0.003 0.013
C 2.4720 -5.3758 -2.3681 -0.014 0.002 -0.010
C 0.2988 -3.6497 -2.2173 -0.032 -0.011 0.006
C 2.2050 0.2676 -4.2622 0.024 0.032 0.013
C 2.3259 4.0925 -2.4437 -0.006 -0.054 0.012
C 2.2655 -1.4846 3.2241 -0.001 0.053 0.062
C 3.4214 0.9155 -4.0643 -0.014 -0.030 -0.019
C -1.3904 -6.0094 2.8238 0.009 0.032 -0.008
C -1.0017 -3.3919 1.9995 0.104 0.218 0.009
C 3.0926 1.9111 1.1038 0.046 -0.006 0.015
C -1.8013 1.0851 -5.1676 0.005 0.005 0.006
C -3.6412 2.4647 -0.7175 -0.017 0.039 -0.009
C -1.4977 -3.6781 3.2703 -0.010 0.005 0.101
C -1.7021 -4.9831 3.6978 -0.008 -0.015 0.004
C 0.5247 5.6933 -2.3045 0.011 -0.029 0.003
C -4.6627 2.9336 0.0972 0.009 0.003 -0.027
C -1.2190 -1.2930 2.8360 0.062 -0.064 -0.106
C 2.1450 -2.8707 3.3098 -0.002 -0.012 0.014
C 5.2541 2.7816 1.6815 0.013 0.019 -0.011
C 2.3579 -0.6814 -2.0549 -0.080 0.000 -0.072
C 3.4332 0.6975 1.6998 -0.003 0.076 -0.009
C 1.4665 3.0804 -2.0492 0.005 0.014 -0.021
C 4.0989 0.7698 -2.8642 -0.002 -0.011 -0.015
C 4.0068 2.9539 1.0973 -0.016 -0.024 0.006
C -2.1601 -0.0393 -2.6471 0.027 0.031 -0.043
C 3.5660 -0.0247 -1.8548 0.020 0.044 0.029
C -2.5912 -0.7178 -3.7734 0.020 0.022 0.011
C 2.0211 -3.4711 4.5541 0.006 -0.001 -0.019
C 5.5942 1.5736 2.2798 0.007 -0.009 0.004
C 0.1316 3.3842 -1.7787 0.052 0.072 0.030
C 2.0061 -2.6913 5.7024 -0.008 0.006 0.007
C 2.2401 -0.6988 4.3787 0.000 -0.052 0.025
C -0.8826 -5.7303 1.5535 -0.010 0.015 0.015
C -0.3449 4.6897 -1.9047 0.062 -0.008 -0.027
C 0.1945 -4.8319 -2.9366 -0.004 0.026 0.008
C 4.6853 0.5290 2.2953 -0.014 0.008 0.000
C -0.6843 -4.4270 1.1326 -0.002 -0.048 -0.082
C -2.3167 2.6927 -0.3522 -0.007 -0.072 0.059
C -4.3605 3.6196 1.2633 -0.008 0.000 0.004
C -2.4077 -0.1546 -5.0331 -0.004 -0.005 -0.004
C 2.5843 -4.1888 -1.6623 -0.032 -0.011 0.033
C -1.3667 1.7728 -4.0420 -0.008 -0.022 0.018
C 1.8554 5.3935 -2.5697 -0.036 0.043 0.004
C 2.1131 -1.3083 5.6162 0.006 0.002 -0.021
C -2.0120 3.3861 0.8237 -0.016 -0.004 0.008
C 1.6732 -0.5288 -3.2628 0.047 0.022 0.000
H 3.5262 -3.9404 -1.1867 -0.007 -0.024 -0.010
H -5.6937 2.7680 -0.1838 0.006 -0.004 -0.003
H -0.8848 2.7365 -4.1481 -0.001 -0.001 -0.002
H -3.0765 -1.6799 -3.6741 0.001 0.007 0.001
H 2.3257 0.3791 4.3119 -0.007 0.001 0.000
H -3.8779 1.9417 -1.6348 -0.003 -0.018 -0.001
H -2.7454 -0.6863 -5.9130 0.001 0.004 0.006
H 3.3160 -6.0495 -2.4288 -0.002 0.005 0.000
H -1.5420 -7.0355 3.1295 0.003 0.004 -0.003
H 4.9432 -0.4061 2.7794 -0.001 0.005 -0.001
H -0.6414 -6.5456 0.8844 -0.004 0.005 0.003
H -5.1606 3.9849 1.8935 0.006 -0.003 -0.003
H -1.6653 1.5199 -6.1487 -0.002 -0.002 0.009
H -0.5530 -2.9806 -2.1432 -0.010 -0.006 -0.003
H -0.2939 -4.2202 0.1480 0.016 0.012 -0.028
H 1.1977 -6.6193 -3.5623 -0.001 0.005 0.006
H -0.7328 -5.0839 -3.4338 0.004 0.005 0.002
H 2.1024 -0.7055 6.5141 -0.001 -0.001 0.000
H 3.8408 1.5281 -4.8516 -0.004 -0.004 -0.001
H -1.3808 4.9214 -1.6918 -0.008 0.002 0.011
H -2.8099 4.3882 2.5365 0.001 -0.003 -0.003
H 5.0476 1.2672 -2.7088 0.004 -0.002 -0.003
H 3.7439 3.9002 0.6424 -0.002 -0.006 0.001
H -2.0929 -5.1915 4.6849 0.005 0.000 -0.008
H 5.9662 3.5964 1.6794 -0.005 -0.006 0.003
H 6.5648 1.4506 2.7410 -0.005 0.001 -0.004
H 0.7308 -1.0393 -3.4296 -0.009 -0.005 -0.006
H 4.0972 -0.1183 -0.9155 0.014 -0.020 -0.037
H 2.5308 6.1811 -2.8775 -0.009 0.000 -0.001
H 1.8277 2.0618 -1.9551 -0.010 0.029 0.009
H 3.6786 -2.2537 0.4380 0.011 -0.013 0.005
H -0.9798 3.5657 1.1034 0.003 -0.005 0.004
H 2.1482 -3.4789 2.4136 -0.006 0.003 0.003
H 3.3624 3.8647 -2.6559 -0.005 -0.002 0.003
H -2.3070 -0.4797 -1.6668 -0.005 -0.002 0.035
H 1.6771 0.3772 -5.2005 0.006 0.000 0.000
H 2.1168 2.0363 0.6491 -0.003 0.003 0.002
H 0.1650 6.7080 -2.4061 0.002 0.002 0.003
H 1.9396 -4.5479 4.6246 -0.001 0.007 0.001
H 1.9126 -3.1628 6.6720 0.003 0.002 -0.005
```
Forces are in eV/Å.

The HOMO-LUMO gap is 6.70 eV. For the relative energy (zero: lowest compared OMol25 entry of this formula, charge and spin), the calculation gives 0.0 kcal per mole. The charge is +2.

Results of the Mulliken charge analysis, in e, for atoms 1 through 5: -1.015 -0.144 -0.283 1.581 1.304

=====

# 2
This record from the OMol25 dataset describes CH3NS2 in the gas phase. The level of theory is ωB97M-V/def2-TZVPD.

Structure (XYZ):
```
7
Properties=species:S:1:pos:R:3:forces:R:3
S -2.5291 0.7548 0.2055 1.577 -1.783 0.053
S -0.7437 -0.2808 0.0645 0.913 0.658 0.641
N 0.3791 1.0723 0.0239 1.750 -0.509 -0.247
C -0.0817 -1.7779 0.2194 -3.289 1.302 -0.075
H 1.2652 0.9345 0.5911 -1.737 -0.357 -0.076
H 0.8887 -1.7570 -0.2044 1.423 0.391 -0.016
H 0.8215 1.0540 -0.9000 -0.637 0.298 -0.281
```
Forces are in eV/Å.

The SMILES is C#S(N)=S. The HOMO-LUMO gap is 7.99 eV. For the relative energy (zero: lowest compared OMol25 entry of this formula, charge and spin), the calculation gives 115.2 kcal per mole.

Results of the natural (NBO) charge analysis, in e, for atoms 1 through 5: -0.312 0.865 -0.983 -0.505 0.384

=====

# 3
This record from the OMol25 dataset describes a molecular structure, C11H17Cl2MnNO2PS. The level of theory is ωB97M-V/def2-TZVPD.

Structure (XYZ):
```
36
Properties=species:S:1:pos:R:3:forces:R:3
Mn 0.7118 -1.6875 -1.0347 0.438 0.679 0.904
Cl 2.3711 -2.7097 -1.7372 0.442 -1.820 -1.306
Cl 2.4252 -0.2804 -0.2115 -0.836 1.374 0.175
S 0.2147 -2.3203 1.2465 -0.107 -1.113 0.066
P -0.1353 1.6154 -1.7774 -0.248 1.318 -0.618
O -1.5206 -1.9976 -1.9103 2.537 -1.810 -1.820
O -1.2174 0.1842 0.3302 1.111 1.070 -1.396
N -0.9572 -1.2306 3.3424 0.623 1.010 -0.079
C -0.4228 0.2220 -0.5469 -1.368 -1.108 1.423
C 0.1839 -1.2092 2.5655 -0.154 0.831 1.230
C 1.2065 -0.3297 2.9934 -1.811 0.062 0.511
C 0.9489 0.5869 4.0398 0.095 -1.068 -0.847
C 0.0947 0.8590 -3.3728 0.116 -0.455 0.127
C -0.6042 -2.6634 -2.3936 -1.898 1.663 1.220
C -1.6052 2.6584 -1.8607 -0.394 -0.173 0.261
C 1.2349 2.6574 -1.3349 0.382 -0.053 0.372
C -0.2704 0.5564 4.7281 0.712 1.043 0.450
C -1.2053 -0.3580 4.3645 -0.912 -1.460 -0.571
C -0.3812 -3.6493 -3.5115 -0.390 0.019 0.582
H 2.1169 -0.3885 2.4594 0.816 0.269 -0.329
H -1.3083 -3.9687 -4.0079 0.130 0.206 0.358
H 1.3021 3.4914 -2.0477 -0.162 -0.233 0.050
H 0.0155 1.6264 -4.1477 0.037 -0.030 0.110
H 1.0757 0.3816 -3.4244 0.019 0.012 -0.066
H 0.3028 -3.2150 -4.2389 0.081 0.290 0.050
H -1.4611 3.4156 -2.6559 0.058 -0.403 0.351
H -0.6916 0.1176 -3.5176 -0.041 0.029 -0.167
H 0.1717 -4.4979 -3.0929 -0.161 0.078 0.041
H 1.7174 1.3034 4.2933 0.012 -0.018 0.160
H -2.4936 2.0496 -2.0953 0.279 0.260 0.081
H -1.7566 3.1703 -0.8960 0.035 -0.194 -0.361
H -1.6503 -1.9293 3.1126 -0.211 0.011 -0.127
H 2.1587 2.0730 -1.3353 -0.103 0.151 0.036
H -2.1967 -0.4656 4.8315 0.702 0.042 -0.140
H 1.0513 3.0582 -0.3320 0.118 -0.024 -0.132
H -0.4638 1.2520 5.5610 0.051 -0.453 -0.600
```
Forces are in eV/Å.

As for the spin multiplicity: 5. The HOMO-LUMO gap (alpha / beta) is 4.74 / 4.84 eV. The charge is +2.

Results of the natural (NBO) charge analysis, in e, for atoms 1 through 5: 0.849 -0.287 -0.492 -0.019 1.481

=====

# 4
This record from the OMol25 dataset describes C23H17ClN2O2S in the gas phase. The level of theory is ωB97M-V/def2-TZVPD.

Structure (XYZ):
```
46
Properties=species:S:1:pos:R:3:forces:R:3
Cl -3.2495 -0.3814 -1.5624 0.119 -0.623 -0.127
S 1.2842 2.2669 2.7115 -0.354 -0.291 -0.783
O 0.2594 -2.5511 2.3549 -0.065 0.483 -0.034
O 0.6014 -1.9535 -3.0226 -0.830 -0.442 -0.442
N 0.3523 0.8898 0.3613 0.418 1.859 0.306
N 0.0890 -1.4820 0.4043 0.964 3.064 1.820
C -3.8415 -3.0336 -1.5198 0.563 0.935 -0.315
C -0.1362 -0.2963 -1.6649 -0.077 2.075 0.803
C -3.5739 -4.3854 -1.7151 0.117 0.278 0.094
C -0.3461 -1.5838 -2.3412 1.888 -0.159 -0.211
C 0.2275 2.2766 -4.5437 -0.153 -0.443 0.646
C 2.0976 1.5895 5.4518 0.080 0.259 0.268
C 0.7701 0.9060 1.6769 0.156 -0.312 1.043
C 0.3570 -1.4860 1.7564 0.465 -1.676 1.297
C -2.2817 -4.8105 -2.0242 -0.016 1.087 -0.077
C -2.8215 -2.0764 -1.7366 0.767 -1.061 -0.006
C 0.0564 0.9820 -2.4572 0.220 0.325 0.584
C 0.2704 3.4688 -3.8398 0.192 0.822 -0.656
C 3.4094 2.3659 5.3862 0.541 0.074 0.969
C 0.1846 2.2165 -1.7510 -0.088 -0.809 -1.325
C -1.4842 -2.5059 -2.0909 -2.048 0.064 0.583
C 1.5657 1.2214 4.0856 0.076 -1.347 -0.015
C 0.1092 -0.2921 -0.3081 -1.079 -0.291 -2.454
C 1.3249 -0.0699 3.7437 -0.550 -1.024 0.156
C 0.1246 1.0613 -3.8618 -0.249 0.544 0.261
C 0.8165 -0.2507 2.4004 0.236 0.140 -0.050
C -0.0102 2.1903 -0.2573 0.158 0.061 -0.629
C -1.2434 -3.8917 -2.1888 -0.413 0.576 -0.085
C 0.2974 3.4343 -2.4682 -0.365 -1.070 1.833
H -0.2972 -2.3216 0.0883 -0.581 -1.253 -0.950
H -4.4025 -5.0888 -1.6222 0.365 0.068 0.029
H -2.0895 -5.8358 -2.1925 0.178 -0.948 -0.001
H 3.1971 3.3243 4.9381 0.254 0.545 -0.044
H -4.8421 -2.6810 -1.2427 0.476 -0.187 -0.176
H -0.2200 -4.1860 -2.4348 -0.420 -0.057 0.045
H 0.2418 2.2647 -5.6210 -0.035 0.042 -0.145
H 3.8383 2.5186 6.4343 -0.513 -0.129 -1.467
H 4.1576 1.8610 4.7460 -0.368 0.126 0.430
H -1.0543 2.4389 -0.0828 -0.377 -0.278 0.392
H 0.3119 4.3310 -1.8528 0.102 0.120 -0.313
H 0.5579 3.0203 0.1750 0.198 -0.456 0.256
H 1.3435 2.1449 6.0543 0.445 -0.239 -0.438
H 2.3242 0.6659 6.0084 -0.496 0.078 -0.397
H 1.4440 -0.9230 4.4597 -0.138 0.949 -0.848
H 0.2692 4.4461 -4.3552 0.126 -0.706 0.264
H 0.0105 0.2015 -4.4796 0.113 -0.774 -0.092
```
Forces are in eV/Å.

The SMILES is CCc1cc2c(s1)N1Cc3ccccc3C(C(=O)c3ccccc3Cl)=C1NC2=O. The HOMO-LUMO gap is 7.05 eV. For the relative energy (zero: lowest compared OMol25 entry of this formula, charge and spin), the calculation gives 9.3 kcal per mole.

Results of the natural (NBO) charge analysis, in e, for atoms 1 through 5: 0.017 0.385 -0.605 -0.517 -0.408

=====

DFT total energy (computed, eV): -107316.411; -24241.120; -93739.398; -54559.765